Record 1
Formula: C41H35ClEuN2Si2
Source: the OMol25 dataset
Level of theory: wB97M-V/def2-TZVPD

```
82
Properties=species:S:1:pos:R:3:forces:R:3:lowdin_spin:R:1
C -1.301797 -0.679110 1.329973 -0.11 -0.32 -0.57 -0.01
C -2.032437 -0.179255 0.210896 0.25 -0.65 -0.01 0.00
C -2.066098 -1.202026 -0.786370 0.28 -0.13 0.52 0.00
H -2.514618 0.793941 0.140437 0.09 -0.23 0.04 0.00
C -1.349413 -2.331401 -0.279825 -0.07 0.49 0.26 0.00
C -0.869227 -2.002574 1.024249 -0.50 0.39 -0.40 -0.01
H -0.298979 -2.653320 1.683563 -0.16 0.12 -0.14 0.00
H -1.147068 -0.158111 2.272385 0.04 -0.09 -0.24 0.00
H -2.568440 -1.148068 -1.751513 0.12 -0.01 0.27 0.00
H -1.207396 -3.279919 -0.793636 -0.07 0.24 0.14 0.00
Eu 0.592292 -0.395635 -0.815203 -0.71 -0.29 0.34 7.03
Si -0.031829 0.124263 -7.157918 1.63 0.90 -0.61 0.00
C 0.325998 1.634407 -8.193673 -0.15 -0.15 -0.20 0.00
C 1.671935 1.848792 -8.533498 -0.41 0.64 -0.26 0.00
H 2.436326 1.123675 -8.227971 -0.24 0.28 -0.13 0.00
C 2.022506 2.993129 -9.252630 -0.03 -0.31 0.15 0.00
H 3.073067 3.157195 -9.499979 -0.33 0.10 -0.05 0.00
C 1.029654 3.901203 -9.636347 -0.12 -0.07 0.20 0.00
H 1.309010 4.792531 -10.194295 -0.09 -0.15 0.09 0.00
C -0.309273 3.683260 -9.289768 -0.01 0.00 0.00 0.00
H -1.077569 4.404482 -9.578948 0.29 -0.17 0.03 0.00
C -0.672936 2.542491 -8.565902 0.79 0.07 -0.25 0.00
H -1.710878 2.339814 -8.290851 0.28 0.19 -0.10 0.00
C 0.702316 -1.305767 -8.083652 -0.18 -0.57 0.05 0.00
C 0.350683 -1.455752 -9.436060 0.48 -0.51 0.16 0.00
H -0.371042 -0.766519 -9.884025 0.30 -0.20 0.04 0.00
C 0.928671 -2.481371 -10.190931 -0.12 0.12 0.15 0.00
H 0.668666 -2.582433 -11.247512 0.11 -0.07 0.33 0.00
C 1.834443 -3.364184 -9.589566 -0.05 0.19 0.12 0.00
H 2.273816 -4.172121 -10.175048 -0.07 0.23 0.13 0.00
C 2.173396 -3.220816 -8.240186 -0.07 0.00 0.11 0.00
H 2.892589 -3.896565 -7.769335 -0.26 0.13 -0.24 0.00
C 1.591483 -2.207047 -7.473027 -0.06 0.14 -0.65 0.00
H 1.829794 -2.099496 -6.407517 -0.03 -0.10 -0.48 0.00
H -1.497113 0.011205 -7.148383 -0.18 0.05 0.35 0.00
Si 1.269356 0.623791 -5.185229 -2.35 -0.73 0.75 0.00
C 0.371438 -0.894276 -4.417003 0.40 -0.31 0.79 0.00
C -0.999801 -1.142663 -4.635143 -0.23 -0.50 -0.12 0.00
H -1.650219 -0.414055 -5.136459 0.48 -0.25 0.40 0.00
C -1.590655 -2.371689 -4.310569 0.24 0.16 -0.06 0.00
H -2.637424 -2.555409 -4.575635 0.39 0.11 0.18 0.00
C -0.836218 -3.367476 -3.694385 0.06 0.05 0.06 0.00
H -1.293123 -4.340506 -3.476174 0.27 0.44 0.00 0.00
C 0.498988 -3.105062 -3.369212 -0.04 0.01 -0.17 0.00
H 1.081765 -3.876506 -2.866796 -0.05 0.15 -0.10 0.00
C 1.101544 -1.890990 -3.738120 -0.33 -0.28 -0.01 0.00
H 2.169714 -1.728609 -3.545051 -0.38 -0.07 0.00 0.00
C 0.169054 2.051175 -4.681642 0.10 0.51 0.51 0.00
C -0.923939 1.854941 -3.816543 -0.11 0.25 -0.46 0.00
H -1.038530 0.916021 -3.275852 0.01 0.23 -0.16 0.00
C -1.922161 2.815981 -3.702277 -0.04 0.10 0.20 0.00
H -2.808966 2.594840 -3.098406 0.34 0.18 -0.14 0.00
C -1.800434 4.038775 -4.368271 0.18 -0.17 -0.14 0.00
H -2.589942 4.788191 -4.285665 0.25 -0.20 -0.07 0.00
C -0.663364 4.281713 -5.143151 0.03 0.13 0.15 0.00
H -0.564092 5.230437 -5.671625 0.02 -0.19 0.18 0.00
C 0.333054 3.308431 -5.275110 -0.71 -0.11 -0.05 0.00
H 1.205793 3.500099 -5.898338 -0.22 0.04 0.01 0.00
H 2.652022 0.771032 -4.686142 0.12 -0.25 -0.83 0.00
Cl 2.126020 1.195360 -2.164878 0.73 0.57 -0.29 -0.01
C 3.659069 -2.283961 2.367417 -0.08 0.32 0.06 0.00
C 2.889936 -1.949725 1.240034 -0.32 1.20 0.25 0.00
N 2.271220 -0.762675 1.113355 0.53 -0.64 0.45 -0.01
C 2.366431 0.155295 2.110250 0.10 -0.52 0.29 0.00
C 3.114746 -0.115380 3.300106 -0.61 0.17 -1.06 0.00
C 3.774779 -1.357397 3.393407 -0.15 -0.07 -0.33 0.00
C 3.118804 0.867625 4.336815 -0.33 1.03 0.38 0.00
C 2.417137 2.047514 4.227124 0.81 -0.80 0.55 0.00
C 1.648374 2.359379 3.066602 -0.05 -0.76 -0.90 0.00
C 0.873442 3.531176 2.943011 -0.18 -0.06 -0.32 0.00
C 0.115716 3.738865 1.800283 0.24 -0.19 0.09 0.00
C 0.142887 2.764842 0.785247 0.65 -0.93 0.43 0.00
N 0.834633 1.620516 0.908060 0.06 0.67 -0.07 -0.01
C 1.618370 1.409373 1.993660 -0.63 0.70 0.33 0.00
H 4.139352 -3.257096 2.412269 -0.04 0.20 0.07 0.00
H 2.759427 -2.646293 0.406069 0.09 0.16 0.32 0.00
H 4.359135 -1.566923 4.287097 -0.09 -0.06 -0.17 0.00
H 3.691408 0.644523 5.239829 -0.19 0.16 -0.22 0.00
H 2.426142 2.773651 5.044674 0.06 -0.29 -0.22 0.00
H 0.880556 4.255139 3.760497 -0.05 -0.18 -0.25 0.00
H -0.509302 4.620031 1.665756 0.25 -0.15 0.11 0.00
H -0.408072 2.894876 -0.154022 0.15 -0.07 0.42 0.00
```
Positions in Å, forces in eV/Å.

Values from the calculation:
largest force on an atom = 0.050 Eh/bohr
lowest unoccupied orbital energy (alpha / beta) = -0.7 / -0.7 eV
orbital gap (alpha / beta) = 5.91 / 6.86 eV
<S²> = 15.760
multiplicity = 8
energy above the lowest of the compared OMol25 structures with the same formula, charge and spin = 0.000 eV

Record 2
Formula: C41H36FIrN4O5S5
Source: the OMol25 dataset
Level of theory: wB97M-V/def2-TZVPD

```
93
Properties=species:S:1:pos:R:3:forces:R:3:lowdin_charge:R:1
Ir -1.693944 -0.081932 -1.900041 0.08 0.27 -0.11 0.91
O 4.038737 3.365697 -1.301273 0.43 0.30 -0.02 -0.15
C 2.989026 2.821565 -1.596569 -0.81 -0.39 -0.38 -1.02
S 1.414455 3.440460 -1.113189 0.14 -0.08 -0.17 0.97
C 0.444264 2.144031 -1.788281 -0.05 0.19 0.13 -1.10
C 1.091916 1.176365 -2.454351 0.02 -0.12 -0.05 -1.09
S 0.259385 -0.204223 -3.168976 0.27 0.16 -0.13 0.58
S 2.843579 1.332021 -2.535521 0.03 0.24 0.08 0.98
S -1.276312 2.161015 -1.514612 -0.14 0.02 0.03 0.63
F 4.033262 1.244451 0.637824 0.03 -0.37 0.10 0.04
C 2.874707 1.334717 1.331497 -0.05 -0.05 0.01 -0.20
C 1.801732 0.661557 0.854013 0.09 -0.13 0.02 0.07
C 0.576338 0.793140 1.490679 -0.01 -0.22 0.20 -0.05
C -0.562980 0.191940 0.818083 0.26 0.69 -0.07 -0.32
O -0.283303 -0.365910 -0.254907 -0.63 -0.79 -0.09 -0.21
C -1.845397 0.413148 1.389770 -0.03 -0.16 0.08 -0.03
C -1.883028 1.071511 2.581787 0.06 0.13 -0.07 0.06
N -0.820623 1.667566 3.199119 -0.02 -0.09 -0.06 0.02
C -1.015924 2.396997 4.426632 0.00 0.03 0.02 -0.26
C -2.209477 3.289954 4.553798 -0.01 -0.01 -0.01 -0.08
C -0.842157 3.890061 4.416280 -0.01 0.01 0.00 -0.10
C 0.447935 1.563016 2.641096 0.02 0.09 0.00 -0.10
C 1.581888 2.225908 3.138605 0.03 0.02 -0.08 0.07
C 2.791560 2.163938 2.451552 0.11 0.08 0.06 -0.14
N 3.871312 2.994246 2.854471 -0.22 0.00 0.29 -0.08
C 3.606856 4.418083 2.809669 0.09 0.16 -0.13 -0.13
C 3.915255 4.996823 1.431638 -0.07 -0.06 0.03 -0.08
N 5.367187 4.738798 1.125645 -0.02 -0.01 0.03 0.07
C 5.692567 3.267505 1.166133 0.02 -0.08 0.08 -0.09
C 5.246471 2.688715 2.512144 0.13 0.12 -0.14 -0.13
C -3.187194 0.006170 0.771161 0.12 0.15 0.05 -0.59
O -4.117489 -0.159306 1.554569 0.02 -0.02 -0.05 0.03
O -3.270784 -0.057104 -0.502714 -0.11 -0.25 -0.02 -0.16
H 1.864646 0.086033 -0.060030 0.01 0.01 0.07 0.12
H -2.841407 1.189724 3.068430 0.01 0.00 0.02 0.14
H -0.695002 1.863236 5.313886 0.01 0.00 -0.01 0.15
H -2.704387 3.324527 5.513014 0.01 -0.01 0.01 0.11
H -2.866759 3.370564 3.699912 -0.01 0.00 0.00 0.11
H -0.383651 4.351346 5.280392 0.01 0.00 0.00 0.10
H -0.607068 4.345847 3.463574 0.00 -0.01 -0.01 0.11
H 1.520915 2.820776 4.038609 0.02 0.02 -0.01 0.12
H 4.208267 4.930158 3.571909 0.01 -0.03 0.01 0.13
H 2.562028 4.615028 3.034496 0.00 0.00 0.02 0.12
H 3.752295 6.072208 1.379798 -0.01 0.01 0.02 0.14
H 3.335527 4.496288 0.653311 0.13 0.06 0.04 0.09
H 5.939065 5.235297 1.811290 0.00 0.01 -0.02 0.18
H 5.607106 5.112360 0.206793 -0.15 -0.12 -0.11 0.18
H 6.765495 3.163018 1.012002 0.04 0.03 0.07 0.14
H 5.158334 2.823577 0.329407 0.18 0.23 0.11 0.09
H 5.884179 3.095863 3.307804 -0.03 -0.01 0.01 0.13
H 5.406919 1.614706 2.490447 -0.01 0.01 0.04 0.14
O -2.246584 -2.144742 -2.178822 0.08 -0.05 0.22 -0.64
S -1.300035 -3.327145 -2.319923 -0.04 0.03 -0.06 1.02
C -2.408211 -4.708414 -1.900519 0.02 -0.04 -0.05 -0.26
C -2.988798 -4.668315 -0.517006 0.09 0.05 0.01 -0.29
C -2.649970 -5.670785 0.389148 0.02 0.00 0.00 -0.07
C -3.123292 -5.636447 1.692552 0.00 -0.01 -0.01 -0.09
C -3.928611 -4.585442 2.105334 -0.02 0.02 0.01 -0.08
C -4.270179 -3.580338 1.210404 0.03 0.02 -0.03 -0.05
C -3.814491 -3.624008 -0.100010 0.01 -0.02 0.01 -0.02
C -0.194888 -3.329612 -0.875325 -0.02 -0.06 0.02 -0.25
C 1.130244 -3.940045 -1.221437 -0.02 -0.05 -0.02 -0.27
C 1.300789 -5.321248 -1.215138 0.02 -0.01 0.04 -0.05
C 2.519601 -5.884165 -1.565592 -0.02 0.00 -0.01 -0.08
C 3.581664 -5.066985 -1.924352 0.02 0.01 0.01 -0.09
C 3.419876 -3.687992 -1.929874 -0.02 0.00 0.00 -0.07
C 2.200530 -3.126851 -1.582592 0.01 -0.01 -0.03 -0.04
H -1.815298 -5.611592 -2.062409 -0.03 -0.01 -0.03 0.09
H -3.166566 -4.650802 -2.682926 -0.01 0.01 0.00 0.10
H -2.011890 -6.487946 0.069331 0.00 0.00 0.00 0.11
H -2.858996 -6.427119 2.383234 0.00 0.00 0.00 0.10
H -4.290069 -4.547727 3.125170 0.00 0.00 0.00 0.10
H -4.871957 -2.739000 1.526045 -0.02 0.02 0.01 0.10
H -4.074047 -2.828489 -0.783857 0.00 0.03 -0.02 0.11
H -0.691413 -3.839824 -0.050527 -0.06 0.01 0.01 0.10
H -0.105420 -2.271527 -0.638112 0.05 -0.07 -0.02 0.06
H 0.476250 -5.961060 -0.918822 0.00 0.00 0.00 0.10
H 2.638519 -6.960036 -1.560845 0.01 0.00 0.01 0.10
H 4.533202 -5.503926 -2.198751 0.00 0.00 -0.01 0.10
H 4.241597 -3.044373 -2.217441 0.01 -0.01 0.01 0.10
H 2.058481 -2.052788 -1.614620 -0.01 0.00 -0.02 0.08
N -6.531990 1.118154 -7.371616 0.00 0.00 0.00 0.13
C -5.763283 0.944103 -6.532743 0.00 0.02 -0.01 -0.20
C -4.805322 0.726460 -5.486223 -0.01 -0.01 0.02 -0.26
C -5.001767 1.284277 -4.222986 0.00 -0.01 -0.01 -0.04
C -4.078754 1.058376 -3.218206 0.01 0.02 -0.05 -0.11
C -2.933384 0.276437 -3.426333 -0.15 0.17 0.09 -0.35
C -2.758220 -0.264916 -4.704771 0.05 -0.05 0.02 -0.13
C -3.673175 -0.050738 -5.721028 0.00 0.00 -0.01 -0.05
H -5.881111 1.888101 -4.037015 0.00 0.00 0.00 0.11
H -4.254662 1.490468 -2.241041 -0.01 -0.02 0.01 0.08
H -1.880180 -0.863286 -4.918702 -0.01 0.00 0.00 0.07
H -3.514514 -0.480168 -6.702425 0.00 0.00 0.00 0.11
```
Positions in Å, forces in eV/Å.

Values from the calculation:
largest force on an atom = 0.020 Eh/bohr
lowest unoccupied orbital energy (alpha / beta) = -1.1 / -1.1 eV
orbital gap (alpha / beta) = 4.96 / 4.96 eV
multiplicity = 1
energy above the lowest of the compared OMol25 structures with the same formula, charge and spin = 0.334 eV

The highest energy above the lowest of the compared OMol25 structures with the same formula, charge and spin belongs to which entry? C41H36FIrN4O5S5